This record from the OMol25 dataset describes a structure of composition C68H81GeN3O6Sc. The level of theory is ωB97M-V with the def2-TZVPD basis set.

Calculated values
orbital gap (spin up / spin down) = 0.2945 / 0.2314 Eh
total charge = 0
expectation value of S² = 0.752
spin multiplicity = 2
ΔE to the lowest compared entry with this formula, charge and spin = 1.037 eV

```
160
Properties=species:S:1:pos:R:3:forces:R:3
Sc -0.061227 0.024374 -0.144531 -0.2 0.3 -0.5
C 1.685088 -2.628937 -1.951705 0.0 0.0 0.0
O 0.705429 -1.581618 -1.868141 -0.1 0.1 0.1
C 0.112870 -1.343574 -3.122174 0.1 -0.1 0.0
C 0.795078 -0.544633 -4.036233 0.0 0.0 0.0
C 2.082735 0.156870 -3.684948 0.1 0.0 0.0
C 1.852363 1.631182 -3.488660 0.0 0.1 -0.1
C 2.394716 2.559654 -4.363176 0.0 0.0 0.0
C 2.205665 3.932759 -4.212306 0.0 0.0 0.0
C 1.466601 4.346018 -3.111048 0.0 -0.1 0.0
C 0.906365 3.444281 -2.210417 0.1 0.1 -0.1
C 0.104713 3.928692 -1.036571 -0.1 0.0 0.1
C -1.363957 3.626128 -1.237543 -0.1 0.0 0.0
C -2.051065 4.235324 -2.273120 0.1 0.0 0.0
C -3.374176 3.921365 -2.574490 0.0 0.0 0.1
C -3.999431 2.968009 -1.786653 0.0 0.0 -0.1
C -3.348886 2.324467 -0.735549 0.1 0.0 0.0
C -4.059677 1.195809 -0.030396 -0.1 0.0 0.1
C -4.140381 -0.018672 -0.919523 -0.1 0.0 -0.1
C -5.331644 -0.297883 -1.585197 0.0 -0.1 0.0
C -5.461019 -1.361709 -2.466206 0.0 0.0 0.0
C -4.330408 -2.153303 -2.662915 0.0 0.0 0.1
C -3.120505 -1.898971 -2.036915 -0.2 0.0 0.0
C -1.898838 -2.696523 -2.407576 0.1 -0.1 0.0
C -1.101720 -1.924815 -3.429021 0.0 0.1 -0.1
C -1.642853 -1.685732 -4.692866 0.0 0.1 0.0
C -1.011129 -0.883919 -5.629420 0.1 0.0 0.0
C 0.219102 -0.330618 -5.274542 -0.1 0.0 0.0
C -1.620766 -0.555898 -6.989444 0.0 0.0 0.0
C -0.650222 -0.969799 -8.102565 0.0 0.0 0.0
C -1.869048 0.956411 -7.066412 0.0 0.0 0.0
C -2.952837 -1.270808 -7.213856 0.0 0.0 0.0
C -3.017535 -0.814356 -1.153978 0.3 0.0 0.2
O -1.849591 -0.560712 -0.548827 -0.3 0.0 -0.4
C -6.746640 -1.666338 -3.232051 0.0 0.0 0.0
C -7.205555 -3.099942 -2.935445 0.0 0.0 0.0
C -6.478480 -1.525314 -4.736402 0.0 0.0 0.0
C -7.878874 -0.713067 -2.852318 0.0 0.0 0.0
C -2.036211 2.675963 -0.473139 0.1 0.1 0.0
O -1.331846 2.058621 0.575269 -0.1 -0.1 0.1
C -1.212999 2.922156 1.728892 0.0 0.0 -0.1
C -4.052532 4.587811 -3.767723 0.0 0.0 0.0
C -4.027245 6.110935 -3.590153 0.0 0.0 0.0
C -5.505124 4.141955 -3.926767 0.0 0.0 0.0
C -3.287398 4.212039 -5.043379 0.0 0.0 0.0
C 1.063881 2.073629 -2.417944 -0.1 -0.1 0.0
O 0.505023 1.185829 -1.590785 0.0 0.1 0.1
C 2.811616 4.901116 -5.227398 0.0 0.0 0.0
C 4.338677 4.752694 -5.230159 0.0 0.0 0.0
C 2.272213 4.574078 -6.625645 0.0 0.0 0.0
C 2.468202 6.355802 -4.910297 0.0 0.0 0.0
H 2.177693 -2.580439 -2.923648 0.0 -0.1 0.0
H 2.416843 -2.468323 -1.164650 0.0 0.0 0.0
H 1.201802 -3.599052 -1.820538 0.0 0.0 0.0
H 2.522234 -0.282448 -2.786876 0.0 0.1 0.0
H 2.803820 0.025155 -4.495149 0.0 0.0 0.0
H 2.988693 2.186705 -5.190226 0.0 0.0 0.0
H 1.310857 5.399873 -2.923413 0.0 0.1 0.0
H 0.465406 3.458499 -0.120952 0.1 0.0 -0.1
H 0.251022 5.006444 -0.929125 0.0 0.0 0.0
H -1.510144 4.945633 -2.887195 0.0 0.0 0.0
H -5.015226 2.667364 -1.999999 -0.1 0.0 0.0
H -3.568258 0.945187 0.903452 0.0 0.0 0.0
H -5.076775 1.508345 0.218725 0.0 0.0 0.0
H -6.178330 0.346081 -1.385854 0.0 0.0 0.0
H -4.380561 -2.998928 -3.340214 0.0 0.0 0.0
H -1.278126 -2.898117 -1.538868 -0.1 0.0 0.0
H -2.214259 -3.657599 -2.820372 0.0 0.0 0.0
H -2.607546 -2.120169 -4.912144 -0.1 0.0 0.0
H 0.736282 0.325504 -5.965541 0.0 0.0 0.0
H 0.283948 -0.410445 -8.050234 0.0 0.0 0.0
H -0.409175 -2.031391 -8.034902 0.0 0.0 0.0
H -1.098779 -0.780939 -9.079122 0.0 0.0 0.0
H -0.952263 1.523476 -6.905546 0.0 0.0 0.0
H -2.264166 1.225348 -8.047813 0.0 0.0 0.0
H -2.589907 1.267899 -6.309172 0.0 0.0 0.0
H -2.845279 -2.355508 -7.167591 0.0 0.0 0.0
H -3.701310 -0.969849 -6.479658 0.0 0.0 0.0
H -3.338023 -1.015324 -8.202019 0.0 0.0 0.0
H -6.471723 -3.835028 -3.264365 0.0 0.0 0.0
H -7.364643 -3.242180 -1.866062 0.0 0.0 0.0
H -8.142743 -3.311299 -3.453759 0.0 0.0 0.0
H -5.694983 -2.208951 -5.063535 0.0 0.0 0.0
H -7.380560 -1.749503 -5.309259 0.0 0.0 0.0
H -6.158781 -0.510501 -4.979029 0.0 0.0 0.0
H -8.118741 -0.774275 -1.790028 0.0 0.0 0.0
H -7.632089 0.323521 -3.086504 0.0 0.0 0.0
H -8.777621 -0.974341 -3.413101 0.0 0.0 0.0
H -0.808923 3.888896 1.434120 0.0 0.0 0.0
H -2.206993 3.068574 2.164679 0.0 0.0 0.0
H -0.526098 2.443968 2.423596 0.0 0.0 0.0
H -4.528712 6.404592 -2.667083 0.0 0.0 0.0
H -3.008112 6.495150 -3.554590 0.0 0.0 0.0
H -4.537039 6.593667 -4.425456 0.0 0.0 0.0
H -6.102402 4.385921 -3.047226 0.0 0.0 0.0
H -5.949555 4.651245 -4.782984 0.0 0.0 0.0
H -5.581812 3.068570 -4.105564 0.0 0.0 0.0
H -2.244356 4.523631 -4.991729 0.0 0.0 0.0
H -3.304031 3.132783 -5.201773 0.0 0.0 0.0
H -3.740646 4.693869 -5.911587 0.0 0.0 0.0
H 4.640178 3.747577 -5.524071 0.0 0.0 0.0
H 4.787621 5.456775 -5.933196 0.0 0.0 0.0
H 4.748853 4.948999 -4.238762 0.0 0.0 0.0
H 2.525846 3.557237 -6.924413 0.0 0.0 0.0
H 1.185671 4.669523 -6.655171 0.0 0.0 0.0
H 2.696323 5.255328 -7.365817 0.0 0.0 0.0
H 2.868724 6.665189 -3.944259 0.0 0.0 0.0
H 2.900791 7.007360 -5.671272 0.0 0.0 0.0
H 1.390429 6.523417 -4.902317 0.0 0.0 0.0
N 3.439784 1.233248 -0.449406 -0.1 -0.1 -0.1
C 3.232784 2.119217 0.683139 0.1 0.2 0.1
C 2.033141 1.774349 1.548538 -0.1 -0.1 -0.1
O 1.818282 2.405677 2.565976 0.0 0.1 0.0
O 1.267946 0.802035 1.131431 0.1 0.0 0.3
H 4.135810 1.632784 -1.069299 0.0 0.0 0.0
H 2.579195 1.174578 -0.987282 0.2 0.0 0.1
H 3.086276 3.174435 0.409802 0.0 0.0 0.0
H 4.098378 2.097027 1.351629 0.0 0.0 -0.1
C 3.838818 -1.384463 1.356463 0.0 0.1 0.0
Ge 1.961156 -1.887660 1.523677 0.1 -0.3 0.3
C 1.636646 -1.752730 3.453095 0.0 -0.1 0.0
C 1.754975 -2.919616 4.207762 -0.1 0.0 0.1
C 1.623422 -2.891415 5.591296 0.0 0.0 0.0
C 1.384624 -1.691154 6.239809 0.0 0.0 0.0
C 1.281789 -0.521577 5.499469 0.0 0.0 0.0
C 1.400835 -0.551321 4.119387 0.0 0.1 -0.1
C 1.848465 -3.819836 1.072897 0.1 -0.1 0.0
C 3.032220 -4.513152 1.028693 -0.1 -0.1 0.0
C 3.071164 -5.914847 0.828109 0.1 0.1 0.0
C 1.916658 -6.614347 0.667570 -0.1 0.0 0.0
C 0.667739 -5.944332 0.668411 0.0 -0.1 0.0
C -0.542479 -6.652926 0.470323 0.0 0.0 0.0
C -1.740651 -6.000657 0.439124 0.0 0.0 0.0
C -1.779583 -4.598472 0.587040 0.0 0.0 0.0
C -0.623466 -3.897696 0.778262 0.0 0.1 0.0
C 0.633561 -4.541017 0.851965 0.0 0.1 0.0
H 4.373114 -2.050240 2.035965 0.1 0.0 0.0
H 3.954002 -0.366720 1.715198 0.0 0.1 0.0
H 4.244774 -1.439284 0.351470 0.0 0.0 0.0
H 1.930898 -3.871823 3.722127 0.0 0.0 0.0
H 1.705841 -3.809894 6.158137 0.0 0.0 0.0
H 1.281206 -1.667079 7.316596 0.0 0.0 0.0
H 1.100584 0.421624 5.998390 0.0 0.0 0.0
H 1.296205 0.372862 3.565993 0.0 0.0 0.0
H 3.973360 -4.000221 1.165329 0.1 0.1 0.0
H 4.026285 -6.423955 0.815637 0.0 0.0 0.0
H 1.933674 -7.687932 0.526178 0.0 0.0 0.0
H -0.498057 -7.727302 0.340220 0.0 0.0 0.0
H -2.658519 -6.553338 0.289579 0.0 0.0 0.0
H -2.722873 -4.070574 0.530428 0.0 0.0 0.0
H -0.673979 -2.817993 0.862190 0.0 0.0 0.0
N -2.040575 0.087907 2.635007 0.0 0.0 0.0
C -2.709420 -0.165231 3.771362 0.0 0.0 0.0
C -2.347740 -1.430915 4.165447 0.0 0.0 0.0
C -1.445485 -1.857540 3.181421 0.0 0.0 -0.1
N -1.263039 -0.930717 2.247885 0.0 0.0 0.1
H -2.087266 0.897251 2.039048 0.0 -0.1 0.0
H -3.378715 0.560544 4.198392 0.0 0.0 0.0
H -2.676248 -1.967607 5.036012 0.0 0.0 0.0
H -0.915009 -2.790990 3.134304 0.0 0.0 0.0
```
Forces are in eV/Å.

Löwdin atomic charge list, values in e, 2 entries: Sc 1.01; C -0.03